A 2-piece molecular cluster, C4H13NOS overall at a distorted geometry. Source: the Open Molecules 2025 dataset; level of theory: ωB97M-V/def2-TZVPD.

Each line ends with the Löwdin charge.
Cartesian coordinates (Å):
C (-1.133, 1.923, 1.411)  -0.09
C (-0.295, 1.034, 0.453)  -0.47
C (0.091, -0.259, 1.334)  -0.24
C (0.921, -1.270, 0.571)  -0.60
S (2.465, -0.664, -0.150)  0.68
N (-1.004, 0.560, -0.722)  0.05
H (-1.581, 1.161, 2.110)  0.07
H (-0.354, 2.585, 1.930)  0.09
H (-1.954, 2.583, 0.867)  0.11
H (0.575, 1.563, 0.087)  0.09
H (-0.924, -0.679, 1.612)  0.12
H (0.683, 0.001, 2.284)  0.13
H (0.397, -1.749, -0.325)  0.06
H (1.382, -2.062, 1.228)  0.07
H (1.984, 0.129, -1.124)  -0.14
H (-0.797, -0.327, -1.038)  0.00
H (-1.498, 1.085, -1.366)  0.05
H (0.951, -2.343, -2.982)  0.01
H (-0.415, -1.741, -3.133)  0.03
O (0.506, -1.530, -3.046)  -0.03

Summary:
- E_tot: -688.33915 Ha
- Relative energy (zero: lowest compared OMol25 entry of this formula, charge and spin): 31.1 kcal per mole
- HOMO-LUMO gap: 9.2 eV
- HOMO level: -8.6 eV
- M: 123.2 g mol⁻¹



A 2-piece molecular cluster, C4H13NOS overall at a distorted geometry. Source: the Open Molecules 2025 dataset; level of theory: ωB97M-V/def2-TZVPD.

Each line ends with the Löwdin charge.
Cartesian coordinates (Å):
C (3.074, -0.956, 1.057)  -0.02
C (1.733, -0.349, 0.696)  -0.41
C (0.958, -1.068, -0.393)  -0.23
C (-0.544, -0.859, -0.436)  -0.47
S (-1.426, -1.612, 1.057)  0.77
N (1.841, 1.083, 0.461)  0.29
H (3.799, -0.957, 0.234)  0.11
H (2.878, -1.981, 1.375)  0.10
H (3.594, -0.442, 1.867)  0.09
H (1.137, -0.314, 1.657)  0.19
H (1.329, -0.654, -1.346)  0.14
H (1.197, -2.123, -0.431)  0.12
H (-0.865, 0.175, -0.311)  0.06
H (-1.018, -1.284, -1.311)  0.08
H (-0.682, -2.711, 1.320)  -0.12
H (0.979, 1.546, 0.176)  0.15
H (2.358, 1.501, 1.234)  0.15
H (-3.996, 4.600, -2.336)  0.02
H (-3.310, 3.798, -3.445)  0.04
O (-3.345, 4.674, -3.023)  -0.06

Summary:
- Net charge: +1
- Expectation value of S²: 0.756
- E_tot: -688.04257 Ha
- Relative energy (zero: lowest compared OMol25 entry of this formula, charge and spin): 24.7 kcal per mole
- HOMO-LUMO gap (spin up / spin down): 10.3 / 4.5 eV
- HOMO level (spin up / spin down): -13.6 / -13.0 eV
- M: 123.2 g mol⁻¹
- Multiplicity: 2



A 2-piece molecular cluster, C4H13NOS overall at a distorted geometry. Source: the Open Molecules 2025 dataset; level of theory: ωB97M-V/def2-TZVPD.

Each line ends with the Löwdin charge.
Cartesian coordinates (Å):
C (2.290, -0.757, 0.402)  -0.04
C (0.914, -0.073, 0.191)  -0.48
C (-0.096, -1.148, -0.160)  -0.24
C (-1.568, -0.730, -0.102)  -0.41
S (-1.865, -0.177, 1.617)  1.12
N (1.025, 0.969, -0.840)  0.07
H (2.511, -1.447, -0.412)  0.09
H (2.193, -1.378, 1.294)  0.09
H (3.072, -0.017, 0.532)  0.09
H (0.742, 0.436, 1.158)  0.12
H (0.114, -1.377, -1.209)  0.14
H (0.023, -2.071, 0.404)  0.13
H (-1.897, 0.085, -0.759)  0.10
H (-2.268, -1.550, -0.278)  0.11
H (-3.206, -0.150, 1.579)  -0.05
H (1.928, 0.909, -1.304)  0.10
H (0.336, 0.840, -1.558)  0.08
H (-2.089, 2.740, 0.166)  0.04
H (-0.778, 2.100, -0.226)  -0.04
O (-1.381, 2.796, -0.495)  -0.04

Summary:
- Net charge: +1
- Expectation value of S²: 0.754
- E_tot: -688.03161 Ha
- Relative energy (zero: lowest compared OMol25 entry of this formula, charge and spin): 31.5 kcal per mole
- HOMO-LUMO gap (spin up / spin down): 10.1 / 4.2 eV
- HOMO level (spin up / spin down): -14.0 / -13.5 eV
- M: 123.2 g mol⁻¹
- Multiplicity: 2



A 2-piece molecular cluster, C4H13NS overall at a distorted geometry. Source: the Open Molecules 2025 dataset; level of theory: ωB97M-V/def2-TZVPD.

Each line ends with the Löwdin charge.
Cartesian coordinates (Å):
C (-0.499, 1.220, 3.801)  -0.43
S (-0.269, 2.634, 2.698)  0.74
C (0.750, 1.890, 1.414)  -0.45
H (-0.115, 0.262, 3.469)  0.04
H (-1.564, 1.182, 4.023)  0.02
H (-0.055, 1.414, 4.782)  0.02
H (1.758, 1.651, 1.744)  0.04
H (0.243, 1.093, 0.879)  0.00
H (0.905, 2.683, 0.677)  0.03
C (-0.115, -2.208, -3.202)  -0.11
C (0.351, -1.249, -2.112)  -0.35
N (-0.777, -0.774, -1.301)  -0.01
H (0.643, -2.950, -3.436)  0.06
H (-1.034, -2.697, -2.877)  0.07
H (-0.365, -1.652, -4.100)  0.06
H (1.079, -1.715, -1.447)  0.10
H (0.871, -0.440, -2.560)  0.08
H (-0.377, -0.144, -0.634)  0.01
H (-1.431, -0.200, -1.819)  0.07

Summary:
- E_tot: -613.10969 Ha
- Relative energy (zero: lowest compared OMol25 entry of this formula, charge and spin): 12.1 kcal per mole
- HOMO-LUMO gap: 9.4 eV
- HOMO level: -8.5 eV
- M: 107.2 g mol⁻¹



A 2-piece molecular cluster, C4H13NS overall at a distorted geometry. Source: the Open Molecules 2025 dataset; level of theory: ωB97M-V/def2-TZVPD.

Each line ends with the Löwdin charge.
Cartesian coordinates (Å):
C (0.883, 0.884, 1.872)  -0.09
C (-0.210, -0.151, 1.632)  -0.30
N (-0.789, -0.013, 0.291)  -0.21
C (-1.976, -0.840, 0.106)  -0.10
H (0.486, 1.891, 1.980)  0.07
H (1.431, 0.601, 2.770)  0.07
H (1.599, 0.797, 1.057)  0.05
H (0.230, -1.149, 1.674)  0.11
H (-0.991, -0.094, 2.398)  0.11
H (0.560, -0.404, -0.571)  -0.14
H (-0.982, 0.959, 0.083)  0.12
H (-1.827, -1.796, 0.600)  0.08
H (-2.142, -1.016, -0.955)  0.08
H (-2.865, -0.347, 0.510)  0.08
C (1.301, 0.221, -2.769)  -0.53
S (1.521, -1.010, -1.465)  0.55
H (1.654, -0.183, -3.720)  0.01
H (0.260, 0.514, -2.917)  0.02
H (1.858, 1.135, -2.573)  0.01

Summary:
- E_tot: -613.10844 Ha
- Relative energy (zero: lowest compared OMol25 entry of this formula, charge and spin): 12.9 kcal per mole
- HOMO-LUMO gap: 9.0 eV
- HOMO level: -8.1 eV
- M: 107.2 g mol⁻¹



A 2-piece molecular cluster, C4H13NS overall at a distorted geometry. Source: the Open Molecules 2025 dataset; level of theory: ωB97M-V/def2-TZVPD.

Each line ends with the Löwdin charge.
Cartesian coordinates (Å):
C (3.073, -1.031, -1.582)  -0.17
C (2.217, 0.123, -1.032)  -0.55
S (0.352, -0.192, -1.120)  0.67
H (3.915, -0.598, -2.031)  0.04
H (3.503, -1.600, -0.786)  0.06
H (2.423, -1.623, -2.257)  0.07
H (2.272, 0.256, 0.135)  0.08
H (2.510, 1.120, -1.495)  0.08
C (-2.846, -0.597, 1.410)  -0.14
N (-2.425, 0.536, 0.563)  -0.19
C (-1.259, 1.160, 1.165)  -0.25
H (-3.953, -0.672, 1.518)  0.07
H (-2.318, -0.532, 2.384)  0.07
H (-2.389, -1.595, 1.030)  0.10
H (0.017, 1.007, -1.662)  -0.12
H (-2.173, 0.334, -0.361)  0.02
H (-1.526, 1.485, 2.188)  0.08
H (-0.437, 0.397, 1.326)  0.04
H (-0.959, 2.025, 0.609)  0.06

Summary:
- E_tot: -613.07082 Ha
- Relative energy (zero: lowest compared OMol25 entry of this formula, charge and spin): 36.5 kcal per mole
- HOMO-LUMO gap: 9.4 eV
- HOMO level: -8.5 eV
- M: 107.2 g mol⁻¹



One molecule with the formula C4H13NSSi at a distorted geometry. Source: the Open Molecules 2025 dataset; level of theory: ωB97M-V/def2-TZVPD.

Each line ends with the Löwdin charge.
Cartesian coordinates (Å):
C (0.991, -1.191, -0.912)  -0.17
C (1.260, 2.031, -0.634)  -0.18
C (1.500, -0.115, 1.643)  -0.18
C (-2.952, -1.247, -0.333)  -0.41
N (-1.000, 0.825, 0.157)  -0.41
Si (0.646, 0.394, 0.024)  0.36
S (-2.409, -0.132, 1.028)  0.72
H (1.599, -1.959, -0.503)  0.01
H (0.036, -1.698, -1.097)  0.01
H (1.360, -1.063, -1.951)  0.04
H (1.031, 2.787, 0.117)  0.03
H (2.299, 2.169, -0.885)  0.02
H (0.856, 2.364, -1.597)  0.03
H (1.017, -0.633, 2.414)  0.00
H (2.319, -0.693, 1.389)  -0.02
H (1.930, 0.696, 2.272)  0.04
H (-2.119, -1.118, -0.980)  -0.02
H (-3.946, -0.947, -0.656)  0.02
H (-3.148, -2.281, 0.024)  0.04
H (-1.269, 1.812, 0.479)  0.04

Summary:
- E_tot: -902.62374 Ha
- Relative energy (zero: lowest compared OMol25 entry of this formula, charge and spin): 38.1 kcal per mole
- HOMO-LUMO gap: 9.3 eV
- HOMO level: -8.5 eV
- M: 135.3 g mol⁻¹



A 3-piece molecular cluster, C4H13O3S2 overall at a distorted geometry. Source: the Open Molecules 2025 dataset; level of theory: ωB97M-V/def2-TZVPD.

Each line ends with the Löwdin charge.
Cartesian coordinates (Å):
O (1.235, 2.206, 0.001)  -0.61
H (0.732, 1.420, 0.050)  -0.32
C (-1.586, 0.200, 1.838)  -0.26
S (-0.082, 0.889, 2.573)  0.83
O (-0.383, 1.428, 3.997)  -0.59
C (0.843, -0.574, 2.796)  -0.28
H (-2.006, -0.465, 2.478)  -0.01
H (-1.361, -0.346, 0.907)  0.03
H (-2.396, 0.966, 1.546)  0.09
H (1.333, -1.124, 2.080)  0.01
H (0.084, -1.449, 3.184)  0.11
H (1.525, -0.261, 3.565)  0.04
C (-1.033, 0.024, -2.319)  -0.26
S (0.469, -0.521, -1.435)  0.81
O (0.347, -1.996, -1.110)  -0.59
C (1.438, -0.309, -2.948)  -0.30
H (-1.721, 0.245, -1.657)  -0.04
H (-1.430, -0.695, -3.062)  0.08
H (-0.823, 1.100, -2.497)  0.07
H (1.263, 0.801, -3.374)  0.10
H (1.089, -1.031, -3.849)  0.09
H (2.462, -0.508, -2.766)  0.01

Summary:
- Net charge: -1
- E_tot: -1182.13573 Ha
- Relative energy (zero: lowest compared OMol25 entry of this formula, charge and spin): 16.1 kcal per mole
- HOMO-LUMO gap: 5.7 eV
- HOMO level: -2.6 eV
- M: 173.3 g mol⁻¹